{"formula": "C16H20N2OS", "method": "wB97M-V/def2-TZVPD", "symbols": ["C", "C", "C", "C", "C", "C", "C", "O", "C", "N", "C", "C", "S", "C", "C", "C", "C", "N", "C", "C", "H", "H", "H", "H", "H", "H", "H", "H", "H", "H", "H", "H", "H", "H", "H", "H", "H", "H", "H", "H"], "coordinates": [[-3.777584, -3.330343, -0.159775], [-2.862111, -2.169839, -0.404959], [-2.673233, -1.214615, 0.601854], [-1.840153, -0.129575, 0.444966], [-1.137023, 0.024708, -0.750834], [-0.221800, 0.996199, -1.298641], [0.465472, 2.124803, -0.684400], [0.876459, 3.065101, -1.336545], [0.757683, 2.057442, 0.814369], [2.086427, 1.493947, 1.015977], [2.648735, 1.766092, 2.321870], [2.003217, 0.995114, 3.473162], [2.249338, -0.798160, 3.257165], [1.554779, -0.901360, 1.575538], [2.236727, 0.102314, 0.645218], [0.010020, 0.619651, -2.614483], [0.865753, 1.252457, -3.644941], [-0.661541, -0.531507, -2.878072], [-1.376444, -0.919179, -1.775404], [-2.215959, -2.011200, -1.615710], [-3.823579, -3.981674, -1.028721], [-4.783849, -2.978845, 0.065193], [-3.431130, -3.912135, 0.693494], [-3.210042, -1.336305, 1.531692], [-1.768888, 0.595644, 1.241434], [-0.029209, 1.511938, 1.345827], [0.788552, 3.086350, 1.182611], [2.565815, 2.839453, 2.515045], [3.711948, 1.507994, 2.279652], [2.470372, 1.251600, 4.421754], [0.931081, 1.185887, 3.536725], [1.734536, -1.919671, 1.236661], [0.479014, -0.734629, 1.636968], [1.846385, -0.031041, -0.366673], [3.310876, -0.110591, 0.627658], [0.250871, 1.821872, -4.342647], [1.555984, 1.947687, -3.174942], [1.417086, 0.499165, -4.207101], [-0.638858, -1.022262, -3.757052], [-2.365728, -2.712489, -2.423931]], "forces_ev_per_a": [[-0.002, 0.014, 0.017], [0.060, 0.000, -0.169], [0.017, 0.050, 0.071], [-0.097, -0.045, 0.056], [-0.051, -0.287, -0.271], [-0.136, -0.115, -0.785], [-0.004, 0.146, 0.200], [0.010, 0.059, 0.095], [0.175, 0.145, 0.017], [0.015, 0.126, -0.063], [0.006, 0.167, 0.236], [0.136, -0.405, -0.227], [-0.107, 0.100, -0.051], [0.217, 0.209, 0.341], [-0.006, -0.305, -0.185], [0.172, 0.305, 0.358], [0.092, 0.031, -0.039], [0.067, -0.008, -0.252], [-0.138, 0.103, 0.587], [-0.065, -0.025, 0.088], [-0.044, -0.082, -0.028], [-0.087, -0.051, 0.010], [-0.030, -0.091, 0.032], [-0.059, 0.004, 0.109], [0.035, 0.025, 0.055], [-0.023, 0.044, 0.010], [-0.097, -0.083, -0.042], [0.033, 0.006, -0.030], [-0.042, 0.053, 0.068], [-0.038, 0.059, 0.054], [0.001, 0.125, 0.074], [-0.060, -0.048, -0.049], [-0.004, -0.080, -0.106], [0.104, -0.048, 0.034], [-0.071, -0.051, -0.043], [0.013, 0.064, -0.049], [-0.002, -0.025, -0.075], [0.027, -0.045, -0.061], [0.023, 0.075, 0.082], [-0.042, -0.116, -0.070]], "mulliken_charge": [-1.51, 0.95, -0.86, -0.26, 1.63, -0.08, -0.11, -0.65, -0.17, 0.02, -0.89, -0.58, -0.17, -0.32, -0.73, 0.13, -1.50, 0.06, -0.96, -0.85, 0.34, 0.34, 0.33, 0.42, 0.54, 0.06, 0.52, 0.45, 0.40, 0.42, 0.30, 0.44, 0.09, 0.16, 0.43, 0.30, 0.33, 0.42, 0.23, 0.32], "max_force_ha_per_bohr": 0.016, "charge": 0, "orbital_gap_ev": 8.6, "de_lowest_ev": 0.773, "smiles": "Cc1ccc2c(C(=O)CN3CCSCC3)c(C)[nH]c2c1", "homo_ev": -7.934}

{"formula": "C16H20N3O4S3W", "method": "wB97M-V/def2-TZVPD", "symbols": ["W", "C", "O", "C", "C", "O", "C", "C", "O", "C", "H", "H", "H", "H", "H", "H", "H", "H", "H", "H", "H", "H", "H", "H", "O", "N", "C", "C", "C", "C", "C", "S", "H", "H", "H", "H", "S", "C", "S", "C", "C", "N", "C", "N", "C", "H", "H"], "coordinates": [[-0.703997, 0.185590, -0.572748], [-1.973151, 1.073674, 2.296098], [-0.737597, 1.101389, 1.524084], [0.371757, 0.862363, 2.426297], [1.589186, 0.546108, 1.589500], [1.189265, -0.506456, 0.686261], [1.714184, -1.837413, 0.932990], [1.319920, -2.391802, 2.283124], [-0.077859, -2.455607, 2.365276], [-0.523748, -3.077034, 3.561633], [-1.908492, 1.840891, 3.065267], [-2.801348, 1.279564, 1.628089], [-2.073622, 0.081891, 2.738674], [0.486563, 1.731965, 3.074767], [0.119784, -0.017701, 3.019683], [1.910830, 1.393557, 0.990430], [2.419327, 0.223659, 2.216355], [1.302999, -2.447476, 0.131370], [2.800831, -1.808725, 0.843945], [1.782273, -3.382895, 2.383670], [1.720490, -1.779391, 3.103139], [-0.160907, -4.106169, 3.625867], [-0.180672, -2.525122, 4.443536], [-1.610515, -3.082276, 3.535409], [0.836803, 1.450966, -1.107364], [1.853298, 1.105812, -1.910715], [2.823742, 2.027133, -2.106633], [3.860591, 1.750478, -2.949354], [3.884708, 0.515727, -3.607371], [2.878392, -0.394406, -3.396503], [1.830870, -0.095420, -2.517711], [0.536258, -1.177440, -2.166692], [2.682436, 2.951673, -1.568049], [4.631304, 2.490531, -3.101987], [4.690507, 0.280149, -4.288575], [2.863199, -1.349789, -3.900828], [-1.728196, -1.551692, 0.012514], [-2.921635, 1.219088, -1.991927], [-2.221345, 2.085288, -0.661859], [-4.216749, 1.215077, -2.361256], [-5.171702, 2.027914, -1.671166], [-5.903821, 2.675142, -1.066751], [-4.643079, 0.367155, -3.433955], [-4.974111, -0.339065, -4.277700], [-1.814602, 0.377393, -2.464771], [-1.160785, 0.958971, -3.118257], [-2.100026, -0.548438, -2.957366]], "forces_ev_per_a": [[-0.183, -0.011, 0.371], [-0.017, -0.062, 0.007], [0.117, 0.059, -0.063], [0.089, -0.278, -0.218], [-0.270, -0.216, 0.047], [0.343, 0.203, 0.098], [-0.242, 0.121, 0.169], [0.058, 0.057, -0.036], [-0.005, -0.026, 0.073], [0.006, -0.018, -0.003], [0.001, 0.005, 0.009], [0.066, -0.015, 0.058], [-0.010, 0.002, 0.006], [0.095, 0.034, -0.106], [-0.042, 0.032, 0.087], [-0.041, 0.043, -0.035], [-0.012, -0.046, 0.022], [0.034, 0.002, 0.055], [0.044, 0.064, -0.031], [-0.049, -0.018, -0.040], [0.069, 0.024, 0.023], [-0.001, -0.002, 0.000], [-0.008, 0.004, 0.002], [0.007, 0.001, 0.010], [-0.006, -0.010, -0.046], [-0.006, 0.047, -0.032], [-0.003, 0.006, -0.006], [-0.002, 0.013, 0.009], [-0.008, -0.015, -0.007], [0.015, -0.005, -0.014], [-0.026, -0.049, 0.032], [0.196, -0.041, -0.130], [0.008, 0.001, 0.000], [0.000, 0.000, 0.001], [0.001, -0.002, -0.001], [0.004, -0.003, 0.006], [-0.175, 0.100, -0.139], [-0.026, 0.009, -0.045], [0.013, -0.105, 0.000], [0.074, 0.038, -0.030], [-0.032, -0.060, 0.019], [0.016, 0.031, -0.009], [-0.119, -0.009, 0.056], [0.068, 0.005, -0.032], [-0.041, 0.088, -0.118], [-0.011, 0.004, -0.013], [0.008, 0.002, -0.001]], "mulliken_charge": [1.21, -0.82, -0.55, -0.42, -0.69, 0.00, -0.74, -0.68, -0.10, -0.95, 0.36, 0.39, 0.24, 0.50, 0.23, 0.22, 0.56, 0.40, 0.33, 0.56, 0.34, 0.34, 0.35, 0.27, -0.67, 0.41, -0.23, -0.83, -0.16, -0.83, 0.85, -0.37, 0.51, 0.45, 0.42, 0.44, -0.09, 0.79, -0.45, 0.49, -0.23, -0.45, -0.01, -0.44, -1.12, 0.51, 0.66], "max_force_ha_per_bohr": 0.008, "charge": 1, "orbital_gap_ev": 7.0, "de_lowest_ev": 0.000, "homo_ev": -11.380}

{"formula": "C16H20N4O", "method": "wB97M-V/def2-TZVPD", "symbols": ["C", "C", "C", "O", "C", "C", "C", "N", "C", "N", "C", "N", "C", "C", "N", "C", "C", "C", "C", "C", "C", "H", "H", "H", "H", "H", "H", "H", "H", "H", "H", "H", "H", "H", "H", "H", "H", "H", "H", "H", "H"], "coordinates": [[1.252377, 1.511364, -3.713158], [0.675703, 0.137557, -3.366679], [-0.849147, 0.191205, -3.309276], [1.126827, -0.296021, -2.091364], [2.385751, -0.939143, -2.062518], [2.254718, -2.463843, -2.184504], [1.766897, -3.095358, -0.874032], [0.601530, -2.426068, -0.344374], [0.742778, -1.458012, 0.607438], [1.840180, -1.445654, 1.361333], [1.943568, -0.540794, 2.328147], [1.087673, 0.396557, 2.658264], [-0.023917, 0.414140, 1.912999], [-0.254507, -0.507574, 0.871535], [-1.469585, -0.238352, 0.289335], [-2.025115, 0.846406, 0.915163], [-3.230861, 1.488029, 0.665797], [-3.558952, 2.568241, 1.459710], [-2.714097, 3.006720, 2.480725], [-1.514260, 2.376324, 2.734221], [-1.160416, 1.286636, 1.946481], [0.934076, 2.237514, -2.969500], [2.339518, 1.481478, -3.720671], [0.906812, 1.827213, -4.693731], [0.985081, -0.589601, -4.134834], [-1.154803, 0.851627, -2.501604], [-1.258657, -0.801424, -3.132640], [-1.246545, 0.568819, -4.247064], [3.032546, -0.555180, -2.859635], [2.836309, -0.686447, -1.098549], [1.551133, -2.692721, -2.990007], [3.222193, -2.892076, -2.447577], [1.524068, -4.150375, -1.039792], [2.539187, -3.020570, -0.107195], [-0.115118, -2.237668, -1.030416], [2.858353, -0.585861, 2.905674], [-1.865464, -0.713322, -0.502764], [-3.888399, 1.151737, -0.122969], [-4.490896, 3.086923, 1.287936], [-3.011746, 3.855674, 3.078082], [-0.854276, 2.707840, 3.520097]], "forces_ev_per_a": [[-0.007, -0.421, 0.147], [-0.140, 0.217, -0.202], [0.471, -0.109, -0.010], [-0.309, 0.144, -0.018], [0.240, -0.252, -0.106], [-0.156, 0.321, 0.336], [0.249, -0.259, -0.328], [-0.396, -0.035, -0.023], [-0.102, 0.096, 0.391], [-0.186, -0.290, -0.453], [0.226, 0.208, 0.278], [-0.090, 0.345, 0.302], [0.119, -0.799, -0.697], [0.549, 0.374, 0.637], [-0.127, -0.369, -0.404], [0.093, 0.369, 0.450], [-0.135, 0.030, -0.074], [-0.040, -0.102, -0.137], [0.069, 0.163, 0.203], [-0.058, -0.032, -0.075], [-0.352, -0.030, -0.279], [-0.047, 0.093, 0.075], [0.101, 0.041, -0.029], [-0.010, 0.070, -0.124], [-0.029, 0.045, 0.101], [-0.059, 0.105, 0.094], [-0.079, -0.117, 0.013], [-0.092, 0.038, -0.087], [-0.016, 0.043, 0.059], [0.066, 0.005, -0.112], [0.050, -0.015, -0.103], [0.031, -0.070, -0.072], [0.126, 0.069, 0.086], [-0.065, -0.142, -0.132], [0.111, 0.048, 0.093], [0.062, 0.002, 0.060], [0.020, 0.090, 0.072], [-0.076, -0.014, -0.058], [-0.068, 0.027, -0.021], [-0.010, 0.061, 0.053], [0.064, 0.052, 0.094]], "mulliken_charge": [-1.45, 0.55, -1.42, -0.14, -0.94, -0.46, -0.94, -0.25, 0.13, -0.56, -0.47, -0.73, 1.29, 0.40, -0.10, -0.12, -0.76, -0.45, -0.64, -0.42, 0.05, 0.31, 0.37, 0.43, 0.30, 0.30, 0.29, 0.45, 0.50, 0.39, 0.29, 0.38, 0.35, 0.45, 0.27, 0.46, 0.24, 0.40, 0.39, 0.38, 0.50], "max_force_ha_per_bohr": 0.021, "charge": 0, "orbital_gap_ev": 8.4, "de_lowest_ev": 0.080, "smiles": "CC(C)OCCCNc1ncnc2c1[nH]c1ccccc12", "homo_ev": -7.725}